C5H11NO | ωB97M-V/def2-TZVPD

Geometry as XYZ:
```
18
Properties=species:S:1:pos:R:3:forces:R:3:nbo_charge:R:1
C 0.537 2.031 -0.412 -0.0717 0.0025 -0.1022 -0.708
C 0.506 0.598 -0.821 -0.0821 -0.1657 0.1494 0.173
N -0.516 -0.138 -0.877 0.0727 0.3909 -0.1788 -0.413
C -1.824 0.307 -0.482 -0.1687 0.2162 -0.0157 -0.455
H -0.140 2.212 0.433 0.1612 0.0362 -0.2138 0.226
H 1.551 2.340 -0.156 -0.1662 0.0935 -0.0734 0.230
H 0.178 2.591 -1.280 0.0757 0.3752 0.1819 0.239
H 1.456 0.085 -1.030 -0.2109 0.2332 -0.1766 0.195
H -1.894 0.384 0.613 0.0151 0.0592 -0.1721 0.198
H -2.066 1.280 -0.918 -0.1949 0.0382 0.0705 0.195
H -2.561 -0.434 -0.810 0.0876 0.2077 0.0475 0.211
C 0.919 -1.271 1.295 0.1798 -0.2390 0.4016 -0.722
C 0.361 -1.918 0.046 0.0322 -0.3463 -0.4978 0.451
O 1.031 -2.340 -0.874 0.0439 -0.0947 0.7357 -0.598
H 1.124 -2.173 1.872 0.1824 0.0632 0.5306 0.239
H 1.857 -0.705 1.215 -0.2662 -0.3292 -0.3702 0.222
H 0.194 -0.669 1.861 0.0000 -0.2342 -0.2929 0.211
H -0.721 -2.156 0.153 0.3100 -0.3069 -0.0237 0.108
```
Positions in Å, forces in eV/Å.

Summary:
molar mass	101.149	g/mol
lowest unoccupied orbital energy	0.832	eV
strongest force on any atom	0.7	eV/A
E_HOMO	-9.1	eV
SMILES	C/C=N\C.CC=O